No. 1
The following is a quantum chemistry calculation of a 2-piece molecular cluster, C6H9N4S overall, from the OMol25 dataset.

```
20
Properties=species:S:1:pos:R:3:forces:R:3
C 2.615910 1.005435 1.016813 -0.13 -0.04 -0.05
C 2.171599 -0.307545 1.092739 -0.06 0.44 -0.13
C 1.593351 1.715805 0.411072 0.36 -0.11 0.11
C -0.943556 0.312108 -1.703174 -0.03 0.20 -0.06
C -0.700516 1.015210 -0.406499 -0.73 3.83 -0.43
C -2.189530 -1.011207 -0.387750 -0.22 0.62 1.25
N 0.955533 -0.364886 0.554725 0.33 -0.31 0.15
N -1.732684 -0.662190 -1.676600 0.13 -0.43 -0.99
N 0.604634 0.863321 0.134168 0.68 -0.09 0.07
N -1.268640 -2.005105 0.148205 -0.01 -0.55 -0.10
S -1.972411 0.521440 0.709346 -0.32 -0.05 -0.42
H 3.551812 1.389543 1.364839 0.17 0.09 0.05
H 2.660599 -1.169574 1.496612 0.00 -0.29 0.07
H 1.516846 2.757966 0.171135 -0.12 0.13 -0.08
H -0.470289 0.625527 -2.619239 0.20 0.08 -0.16
H -0.633258 2.931298 -0.820683 -0.25 -3.61 0.78
H -3.243998 -1.292548 -0.390669 0.14 0.02 0.03
H -1.109441 -2.730272 -0.547880 -0.12 -0.08 0.00
H -1.655055 -2.445990 0.978661 0.01 0.01 -0.07
H 0.249094 -1.148338 0.474179 -0.04 0.14 -0.02
```
Positions in Å, forces in eV/Å.

The total charge is +1. The strongest force on any atom is 0.0764 Eh/bohr. The molar mass comes out at 169.2 g/mol. The calculation puts the total energy at -850.8599 Eh. For the highest occupied orbital energy (alpha / beta), the calculation gives -13.19 / -13.19 eV. Its energy relative to the best compared isomer or geometry (same formula, charge and spin) is 95.9 kcal/mol.

---

No. 2
The following is a quantum chemistry calculation of H4N2OS as an isolated structure, from the OMol25 dataset.

```
8
Properties=species:S:1:pos:R:3:forces:R:3
N 0.837246 -1.437133 -0.419388 -0.35 -1.40 -0.73
N 0.940094 0.924089 0.141972 2.09 1.39 -1.96
O -1.902056 -0.106077 0.106099 2.81 2.36 1.27
S 0.266842 -0.474211 0.595321 -2.21 -0.16 -0.89
H 0.479983 -2.430869 -0.530901 0.34 1.97 0.80
H 1.017701 1.665740 0.814913 -0.31 -0.11 0.47
H 1.609706 1.127949 -0.698026 -2.03 -1.36 1.86
H -1.863189 0.891684 0.386943 -0.34 -2.69 -0.82
```
Positions in Å, forces in eV/Å.

The strongest force on any atom is 0.0754 Eh/bohr. The molar mass comes out at 80.1 g/mol. The calculation puts the total energy at -585.2113 Eh. For the highest occupied orbital energy (alpha / beta), the calculation gives -8.86 / -8.86 eV. Its energy relative to the best compared isomer or geometry (same formula, charge and spin) is 61.2 kcal/mol.

---

No. 3
The following is a quantum chemistry calculation of C4H10CsO as an isolated structure, from the OMol25 dataset.

```
16
Properties=species:S:1:pos:R:3:forces:R:3
Cs -1.766459 0.747113 2.895098 -0.03 -0.12 -0.13
C 0.409481 2.194173 0.469578 0.60 0.08 -0.30
C 0.671281 0.844933 -0.189812 -1.47 0.11 -0.31
O -0.510499 0.037343 0.179148 0.29 1.87 0.31
C -0.797669 -1.043437 -0.652562 0.49 -1.27 -0.16
C 0.184641 -2.125987 -0.297642 -0.97 -1.53 -1.06
H -0.536309 2.602043 0.112868 -0.14 -0.17 0.18
H 0.441531 2.135173 1.557508 -0.08 -0.04 0.06
H 1.150571 2.950313 0.210478 0.22 -0.19 -0.09
H 0.674371 0.960043 -1.273712 -0.20 0.07 -0.13
H 1.631351 0.375393 0.024418 -0.19 -0.11 0.64
H -1.811699 -1.427427 -0.541302 -0.23 0.33 0.85
H -0.825359 -0.853827 -1.725582 0.71 0.77 -0.14
H -0.136649 -2.700067 0.571438 0.44 0.62 0.66
H 1.222921 -1.794207 -0.299372 -0.17 -0.27 0.10
H -0.001509 -2.901577 -1.040552 0.75 -0.15 -0.47
```
Positions in Å, forces in eV/Å.

The total charge is +1. The strongest force on any atom is 0.0408 Eh/bohr. The molar mass comes out at 207.0 g/mol. The calculation puts the total energy at -253.5584 Eh. For the highest occupied orbital energy, the calculation gives -13.46 eV. Its energy relative to the best compared isomer or geometry (same formula, charge and spin) is 1.0 kcal/mol.

---

No. 4
The following is a quantum chemistry calculation of a 2-piece molecular cluster, C4H6ClNO2 overall, from the OMol25 dataset.

```
14
Properties=species:S:1:pos:R:3:forces:R:3
C -1.930598 -0.988260 -0.383681 -0.79 0.26 -0.17
N -0.720305 -0.280770 -0.874115 1.34 0.67 1.83
C -0.420787 0.756904 -0.203207 -0.35 3.01 0.89
C 0.756398 2.065265 0.099949 -1.15 -6.10 1.25
Cl 2.402818 1.613394 -0.394904 -0.55 0.99 0.04
H -2.540523 -0.317259 0.196498 -0.42 0.77 0.23
H -1.793821 -1.798396 0.380459 0.68 0.28 -1.32
H -2.576041 -1.285674 -1.237072 0.75 -0.28 0.51
H -1.108167 1.343294 0.500925 -0.45 -1.74 -0.49
H 0.214784 2.875619 -0.272927 0.05 1.64 -1.03
H 0.592601 1.975680 1.237632 0.96 0.49 -1.75
O 2.291844 -1.341631 1.247506 0.37 1.70 1.59
C 2.427054 -1.939651 0.283294 -1.07 -0.48 0.90
O 2.404739 -2.678513 -0.580360 0.63 -1.22 -2.47
```
Positions in Å, forces in eV/Å.

The strongest force on any atom is 0.1231 Eh/bohr. The molar mass comes out at 135.6 g/mol. The calculation puts the total energy at -821.3718 Eh. For the highest occupied orbital energy, the calculation gives -9.51 eV. Its energy relative to the best compared isomer or geometry (same formula, charge and spin) is 63.2 kcal/mol. As for the SMILES: C/N=C/CCl.O=C=O.

---

Q: Number 2 is which compound?
A: H4N2OS

---

Repeat the fourth record exactly.
The following is a quantum chemistry calculation of a 2-piece molecular cluster, C4H6ClNO2 overall, from the OMol25 dataset.

```
14
Properties=species:S:1:pos:R:3:forces:R:3
C -1.930598 -0.988260 -0.383681 -0.79 0.26 -0.17
N -0.720305 -0.280770 -0.874115 1.34 0.67 1.83
C -0.420787 0.756904 -0.203207 -0.35 3.01 0.89
C 0.756398 2.065265 0.099949 -1.15 -6.10 1.25
Cl 2.402818 1.613394 -0.394904 -0.55 0.99 0.04
H -2.540523 -0.317259 0.196498 -0.42 0.77 0.23
H -1.793821 -1.798396 0.380459 0.68 0.28 -1.32
H -2.576041 -1.285674 -1.237072 0.75 -0.28 0.51
H -1.108167 1.343294 0.500925 -0.45 -1.74 -0.49
H 0.214784 2.875619 -0.272927 0.05 1.64 -1.03
H 0.592601 1.975680 1.237632 0.96 0.49 -1.75
O 2.291844 -1.341631 1.247506 0.37 1.70 1.59
C 2.427054 -1.939651 0.283294 -1.07 -0.48 0.90
O 2.404739 -2.678513 -0.580360 0.63 -1.22 -2.47
```
Positions in Å, forces in eV/Å.

The strongest force on any atom is 0.1231 Eh/bohr. The molar mass comes out at 135.6 g/mol. The calculation puts the total energy at -821.3718 Eh. For the highest occupied orbital energy, the calculation gives -9.51 eV. Its energy relative to the best compared isomer or geometry (same formula, charge and spin) is 63.2 kcal/mol. As for the SMILES: C/N=C/CCl.O=C=O.

---

Q: Which value of strongest force on any atom does entry 2 give?
A: 0.0754 Eh/bohr

---

Repeat the second record exactly.
The following is a quantum chemistry calculation of H4N2OS as an isolated structure, from the OMol25 dataset.

```
8
Properties=species:S:1:pos:R:3:forces:R:3
N 0.837246 -1.437133 -0.419388 -0.35 -1.40 -0.73
N 0.940094 0.924089 0.141972 2.09 1.39 -1.96
O -1.902056 -0.106077 0.106099 2.81 2.36 1.27
S 0.266842 -0.474211 0.595321 -2.21 -0.16 -0.89
H 0.479983 -2.430869 -0.530901 0.34 1.97 0.80
H 1.017701 1.665740 0.814913 -0.31 -0.11 0.47
H 1.609706 1.127949 -0.698026 -2.03 -1.36 1.86
H -1.863189 0.891684 0.386943 -0.34 -2.69 -0.82
```
Positions in Å, forces in eV/Å.

The strongest force on any atom is 0.0754 Eh/bohr. The molar mass comes out at 80.1 g/mol. The calculation puts the total energy at -585.2113 Eh. For the highest occupied orbital energy (alpha / beta), the calculation gives -8.86 / -8.86 eV. Its energy relative to the best compared isomer or geometry (same formula, charge and spin) is 61.2 kcal/mol.